[1]
DFT (wB97M-V/def2-TZVPD) results for a cluster of 8 separate species, C14H44O8 in total in a non-equilibrium geometry.

Last column: natural (NBO) charge in e.
CARTESIAN COORDINATES (ANGSTROEM)
C (-0.56798, 2.37605, 2.61347)  -0.63
C (-1.27298, 3.03005, 3.74947)  -0.07
O (-2.41998, 2.24505, 4.15247)  -0.75
H (-1.19398, 2.24205, 1.69747)  0.22
H (-0.19798, 1.44005, 2.93347)  0.21
H (0.30302, 2.94505, 2.29947)  0.23
H (-1.70798, 3.94605, 3.34947)  0.16
H (-0.60998, 3.37405, 4.54047)  0.17
H (-2.90198, 2.73605, 4.78947)  0.48
C (3.31202, 0.90805, 2.11847)  -0.65
C (4.42102, 1.01405, 3.13747)  -0.05
O (4.24802, 0.06605, 4.07747)  -0.72
H (3.33002, -0.00195, 1.61347)  0.22
H (3.53202, 1.58105, 1.29847)  0.21
H (2.29602, 1.10305, 2.45347)  0.21
H (4.44802, 1.96505, 3.70547)  0.14
H (5.41402, 0.98905, 2.57147)  0.17
H (3.32802, -0.04795, 4.28847)  0.47
C (-2.27898, -1.23795, 2.65047)  -0.64
C (-3.62098, -0.62595, 2.97647)  -0.06
O (-3.76698, 0.64205, 2.46347)  -0.75
H (-1.55698, -0.64195, 3.23747)  0.20
H (-1.89898, -1.19695, 1.60447)  0.23
H (-2.26098, -2.29995, 2.98147)  0.21
H (-3.78098, -0.64095, 4.02047)  0.16
H (-4.39198, -1.29795, 2.58247)  0.16
H (-3.46998, 1.21905, 3.14947)  0.51
C (-2.28898, 1.42905, -2.23353)  -0.64
C (-3.18698, 1.43905, -0.99553)  -0.06
O (-2.50298, 0.73405, -0.00553)  -0.79
H (-2.87198, 1.75505, -3.10153)  0.21
H (-2.00098, 0.41505, -2.55453)  0.21
H (-1.32498, 1.98805, -2.18953)  0.21
H (-4.07798, 0.89105, -1.16453)  0.17
H (-3.39898, 2.44705, -0.69653)  0.16
H (-3.05698, 0.77605, 0.83147)  0.52
C (-0.91298, -3.20795, 0.36347)  -0.63
C (-1.04498, -2.43595, -0.90753)  -0.06
O (0.15502, -2.52295, -1.61053)  -0.73
H (-0.58598, -4.20995, 0.11047)  0.21
H (-1.82998, -3.32095, 0.91947)  0.21
H (-0.17698, -2.79695, 1.05947)  0.21
H (-1.31898, -1.39695, -0.62053)  0.17
H (-1.94398, -2.77995, -1.49753)  0.14
H (-0.01498, -2.16895, -2.45453)  0.48
C (2.89302, -1.03395, -2.88353)  -0.65
C (3.92302, -1.66795, -3.74053)  -0.07
O (4.51302, -2.80195, -3.11853)  -0.72
H (1.88002, -1.48795, -2.93853)  0.22
H (2.77502, 0.01505, -3.16753)  0.20
H (3.23502, -0.98595, -1.83553)  0.22
H (4.78602, -0.97395, -3.93353)  0.17
H (3.48702, -1.87695, -4.73353)  0.15
H (3.79102, -3.50395, -3.03753)  0.46
C (0.29102, -0.20995, -4.86953)  -0.26
O (0.03702, -1.55995, -4.53853)  -0.75
H (-0.50298, -0.01095, -5.58853)  0.17
H (1.21002, -0.16495, -5.43853)  0.17
H (0.16102, 0.61305, -4.12253)  0.20
H (-0.21098, -1.99895, -5.34953)  0.48
C (0.87102, 0.82605, -1.09653)  -0.24
O (0.29802, 0.65205, 0.23447)  -0.77
H (0.61902, 1.77205, -1.53753)  0.15
H (0.36702, 0.08205, -1.71553)  0.16
H (1.89002, 0.69705, -1.04353)  0.18
H (-0.66098, 0.75605, 0.14647)  0.49

## Properties
strongest force on any atom	3.7	eV Å⁻¹
energy above the lowest of the compared OMol25 structures with the same formula, charge and spin	71.63	kcal/mol
E	-1161.567804	Eh
lowest unoccupied orbital energy	0.490	eV
E_HOMO	-9.43	eV
SMILES	CCO.CCO.CCO.CCO.CCO.CCO.CO.CO
gap between HOMO and LUMO	9.921	eV


[2]
DFT (wB97M-V/def2-TZVPD) results for a structure of composition C14H46BCl2CoCrN14O36 in a non-equilibrium geometry.

Last column: Löwdin spin population.
CARTESIAN COORDINATES (ANGSTROEM)
Cr (-22.31360, -17.58588, -19.03527)  3.78
Co (-22.12687, -21.17759, -16.51568)  1.97
Cl (-22.07037, -14.37400, -20.49074)  -0.07
O (-23.46923, -14.45938, -20.24202)  0.47
O (-21.90570, -13.90972, -21.81728)  0.11
O (-21.51224, -13.50284, -19.47755)  0.43
O (-21.55794, -15.70331, -20.20334)  0.08
Cl (-18.71025, -17.12145, -18.49583)  0.00
O (-17.72736, -17.82509, -17.72456)  0.00
O (-18.61324, -15.67487, -18.19713)  0.00
O (-18.54837, -17.26194, -19.88320)  0.00
O (-20.00909, -17.52811, -18.09657)  0.02
B (-22.64731, -19.40407, -17.80996)  0.05
H (-22.44513, -18.46119, -17.32586)  0.01
H (-23.30174, -19.91697, -17.12228)  0.00
H (-23.06886, -19.20795, -18.78365)  0.00
H (-21.66647, -19.83662, -17.93276)  0.01
C (-15.35661, -20.33443, -19.74363)  0.00
N (-15.49959, -20.26528, -21.24834)  0.00
O (-16.29543, -19.40468, -21.69351)  0.00
O (-14.79524, -20.95958, -21.97016)  0.00
H (-14.32870, -20.04888, -19.52012)  0.00
H (-15.55897, -21.34790, -19.39718)  0.00
H (-16.08127, -19.62123, -19.35079)  0.00
C (-20.90143, -14.35460, -16.14785)  0.00
N (-21.93411, -15.44564, -16.22231)  0.00
O (-22.49740, -15.84625, -15.22651)  0.01
O (-22.27041, -15.85518, -17.34239)  0.01
H (-20.81416, -13.92084, -17.14401)  0.00
H (-19.95937, -14.81739, -15.85384)  0.00
H (-21.25727, -13.65364, -15.39277)  0.00
C (-24.58454, -19.17975, -22.66070)  0.00
N (-24.73495, -18.63665, -21.28813)  0.00
O (-25.67805, -19.01185, -20.59591)  0.01
O (-23.90285, -17.86635, -20.86515)  0.01
H (-24.48408, -20.26492, -22.64060)  0.00
H (-23.75809, -18.66730, -23.15313)  0.00
H (-25.50942, -19.00943, -23.21178)  0.00
C (-14.94382, -16.49361, -19.39904)  0.00
N (-14.24804, -15.28100, -19.99630)  0.00
O (-13.23247, -14.85357, -19.47811)  0.00
O (-14.80607, -14.76810, -20.96250)  0.00
H (-15.63562, -16.94599, -20.10958)  0.00
H (-15.50891, -16.19955, -18.51456)  0.00
H (-14.21274, -17.27247, -19.18222)  0.00
C (-17.95986, -13.37000, -21.35763)  0.00
N (-16.94137, -12.30492, -21.29496)  0.00
O (-16.12296, -12.33364, -22.20359)  0.00
O (-17.10084, -11.42294, -20.48571)  0.00
H (-17.52309, -14.14859, -20.73222)  0.00
H (-18.17989, -13.59542, -22.40112)  0.00
H (-18.86290, -13.03566, -20.84691)  0.00
C (-18.55938, -23.82511, -17.68505)  0.00
N (-19.16374, -22.42525, -17.69987)  0.00
O (-20.27630, -22.28402, -17.27836)  0.01
O (-18.47921, -21.43451, -18.14290)  -0.01
H (-17.70206, -23.87662, -18.35620)  0.00
H (-19.31812, -24.54561, -17.99048)  0.00
H (-18.21244, -24.00750, -16.66796)  0.00
C (-19.61441, -20.44945, -21.34591)  0.00
N (-20.94494, -19.72779, -21.50183)  0.00
O (-21.36405, -19.04054, -20.56488)  0.02
O (-21.46805, -19.72493, -22.60608)  0.01
H (-18.96673, -19.95911, -22.07267)  0.00
H (-19.63322, -21.52003, -21.54987)  0.00
H (-19.35263, -20.29557, -20.29906)  0.00
C (-16.46589, -16.02037, -24.25340)  0.00
N (-17.73436, -15.45232, -24.68610)  0.00
O (-17.68795, -14.47291, -25.44872)  0.00
O (-18.76831, -15.90869, -24.20946)  0.00
H (-16.16134, -16.85757, -24.88145)  0.00
H (-16.79542, -16.37287, -23.27603)  0.00
H (-15.78754, -15.20244, -24.01063)  0.00
C (-18.11164, -20.27814, -14.95709)  0.00
N (-19.52001, -19.81126, -14.87942)  0.00
O (-19.80418, -19.01447, -13.99450)  0.00
O (-20.30933, -20.14413, -15.74006)  0.01
H (-18.01352, -21.22011, -15.49667)  0.00
H (-17.81377, -20.52793, -13.93877)  0.00
H (-17.46070, -19.52623, -15.40320)  0.00
C (-26.53974, -15.87556, -18.48425)  0.00
N (-25.51379, -16.71037, -17.80272)  0.00
O (-24.50225, -17.06539, -18.42888)  0.02
O (-25.55138, -16.73702, -16.58885)  0.01
H (-27.41599, -16.52075, -18.54760)  0.00
H (-26.26445, -15.51327, -19.47473)  0.00
H (-26.72989, -15.02295, -17.83232)  0.00
C (-11.53924, -16.59860, -16.63273)  0.00
N (-12.75426, -16.38882, -15.71342)  0.00
O (-13.85449, -16.43462, -16.23040)  0.00
O (-12.47389, -16.17346, -14.56927)  0.00
H (-11.76084, -17.57906, -17.05427)  0.00
H (-10.67023, -16.64433, -15.97634)  0.00
H (-11.54423, -15.80389, -17.37871)  0.00
C (-17.05726, -15.69545, -14.91085)  0.00
N (-16.67597, -16.32668, -13.63574)  0.00
O (-15.83440, -15.70386, -12.96887)  0.00
O (-17.30464, -17.36407, -13.33138)  0.00
H (-16.26778, -16.10446, -15.54136)  0.00
H (-17.02860, -14.61244, -14.79093)  0.00
H (-18.07578, -15.97026, -15.18503)  0.00
C (-14.37798, -19.33038, -14.31619)  0.00
N (-14.60298, -20.25624, -15.49786)  0.00
O (-14.06661, -19.92590, -16.59717)  0.00
O (-15.39986, -21.19161, -15.28295)  0.00
H (-13.42186, -18.83060, -14.47161)  0.00
H (-14.38033, -19.93949, -13.41227)  0.00
H (-15.17752, -18.59634, -14.21612)  0.00
C (-19.05799, -10.83910, -17.54758)  0.00
N (-19.05712, -10.85218, -16.07896)  0.00
O (-18.75944, -9.79125, -15.58809)  0.00
O (-19.26454, -11.88852, -15.48227)  0.00
H (-19.51383, -9.91025, -17.89045)  0.00
H (-19.71663, -11.64869, -17.86200)  0.00
H (-18.08434, -10.94851, -18.02521)  0.00

## Properties
strongest force on any atom	4.5	eV Å⁻¹
E	-7406.353348	Eh
lowest unoccupied orbital energy (spin up / spin down)	-3.394 / -8.734	eV
E_HOMO (spin up / spin down)	-12.21 / -10.99	eV
<S²>	15.78
gap between HOMO and LUMO (spin up / spin down)	8.815 / 2.255	eV
multiplicity	8
net charge	+1


[3]
DFT (wB97M-V/def2-TZVPD) results for a structure of composition C14H46BO7Pd in a non-equilibrium geometry.

Last column: Löwdin spin population.
CARTESIAN COORDINATES (ANGSTROEM)
Pd (-9.15627, -28.66830, 9.67027)  2.03
B (-7.63444, -28.20054, 7.96723)  0.06
H (-8.65342, -27.95820, 7.70800)  0.02
H (-7.01120, -28.06106, 7.09755)  0.02
H (-7.34575, -27.62337, 8.83197)  0.01
H (-7.59322, -29.24595, 8.23122)  0.01
C (-7.00593, -31.61232, 11.89517)  0.01
C (-7.10164, -30.99319, 10.49702)  0.02
O (-7.30652, -29.60685, 10.68180)  0.11
H (-6.13768, -31.24986, 12.44551)  0.00
H (-6.97814, -32.70143, 11.92922)  0.00
H (-7.88729, -31.29664, 12.45342)  0.01
H (-7.94543, -31.42443, 9.95835)  0.01
H (-6.16268, -31.09527, 9.95293)  0.00
H (-6.54115, -29.32589, 11.18862)  0.01
C (-12.07744, -31.40966, 8.79439)  0.02
C (-11.22107, -30.35662, 8.06440)  0.04
O (-9.95096, -30.42005, 8.62393)  0.14
H (-12.04181, -31.23420, 9.86959)  0.02
H (-11.80812, -32.45140, 8.62025)  0.00
H (-13.11626, -31.30334, 8.48188)  0.00
H (-11.68049, -29.36995, 8.12355)  0.01
H (-11.18670, -30.53453, 6.98956)  0.00
H (-9.58150, -31.26266, 8.34989)  0.01
C (-5.40449, -31.96869, 6.91666)  0.00
C (-5.52537, -30.57611, 6.30871)  0.00
O (-5.09414, -29.65148, 7.30502)  0.00
H (-4.38527, -32.16652, 7.24856)  0.00
H (-5.71650, -32.79736, 6.28099)  0.00
H (-6.01104, -32.01427, 7.82115)  0.00
H (-6.54155, -30.42895, 5.94287)  0.00
H (-4.81859, -30.39772, 5.49831)  0.00
H (-5.84828, -29.09134, 7.50281)  0.00
C (-7.36210, -24.83610, 10.93759)  0.01
C (-7.51711, -26.19416, 11.45348)  0.02
O (-8.70522, -26.79619, 10.99463)  0.14
H (-6.50528, -24.30027, 11.34605)  0.00
H (-8.20521, -24.19223, 11.18802)  0.00
H (-7.25216, -24.83637, 9.85315)  0.00
H (-7.62608, -26.25726, 12.53618)  0.00
H (-6.69526, -26.84134, 11.14719)  0.00
H (-9.41969, -26.38662, 11.48799)  0.03
C (-10.11364, -28.74608, 3.82134)  0.00
C (-9.14629, -29.04623, 4.94055)  0.00
O (-8.30600, -27.92856, 5.01050)  0.00
H (-10.83755, -27.97534, 4.08596)  0.00
H (-10.75697, -29.57194, 3.51773)  0.00
H (-9.59517, -28.33463, 2.95532)  0.00
H (-8.51321, -29.91355, 4.75330)  0.00
H (-9.61656, -29.44730, 5.83837)  0.00
H (-7.93638, -27.88268, 5.89530)  0.00
C (-11.12647, -24.93366, 8.76948)  0.01
C (-10.65492, -26.17248, 7.98588)  0.02
O (-10.75092, -27.23149, 8.92148)  0.14
H (-10.41593, -24.71461, 9.56650)  0.00
H (-12.10634, -25.10462, 9.21528)  0.00
H (-11.15617, -24.11119, 8.05480)  0.00
H (-9.64328, -25.88214, 7.70239)  0.00
H (-11.23656, -26.33592, 7.07863)  0.00
H (-11.68046, -27.15972, 9.15042)  0.03
C (-3.58758, -26.48403, 7.31052)  0.00
C (-4.50225, -25.97062, 8.42361)  0.00
O (-5.76185, -25.62572, 7.85442)  0.00
H (-2.63261, -26.88380, 7.65158)  0.00
H (-3.43233, -25.76005, 6.51061)  0.00
H (-4.10126, -27.30897, 6.81685)  0.00
H (-4.07823, -25.08128, 8.88984)  0.00
H (-4.66560, -26.66550, 9.24735)  0.00
H (-6.25168, -26.40293, 7.57586)  0.00

## Properties
strongest force on any atom	4.2	eV Å⁻¹
energy above the lowest of the compared OMol25 structures with the same formula, charge and spin	9.54	kcal/mol
E	-1240.027916	Eh
lowest unoccupied orbital energy (spin up / spin down)	0.564 / -1.669	eV
E_HOMO (spin up / spin down)	-3.91 / -9.57	eV
<S²>	3.75
gap between HOMO and LUMO (spin up / spin down)	4.477 / 7.897	eV
multiplicity	4